Entry 1:
DFT (ωB97M-V with the def2-TZVPD basis set) results for a structure of composition C39H31FNO16PS2 in a non-equilibrium geometry.

As for the charge: 0. The HOMO energy comes out at -8.260 eV. The LUMO energy is -0.0757 Eh. As for the orbital gap: 6.20 eV.

Each line ends with the Löwdin charge.
Atoms and positions in Å:
C  -1.370  1.033  -1.215  0.00
C  -2.400  0.487  -0.494  -0.12
C  -2.215  -0.763  0.337  -0.24
N  -0.769  -1.100  0.433  -0.30
P  -0.256  -1.412  2.053  0.10
O  1.336  -1.404  1.953  -0.17
O  -0.654  -0.128  2.909  -0.18
S  -1.016  -2.943  2.901  0.36
S  -0.282  -2.227  -0.662  0.54
O  0.348  -3.337  -0.054  -0.27
O  -1.296  -2.461  -1.620  -0.21
F  0.845  -1.454  -1.397  -0.12
H  -0.958  0.468  -2.048  0.05
H  -0.951  2.003  -1.009  0.03
H  -3.367  0.981  -0.545  0.10
H  -2.534  -0.494  1.342  0.11
H  -2.824  -1.617  0.041  0.12
H  1.579  -0.583  1.485  0.09
H  -0.211  0.666  2.555  0.04
C  4.251  1.144  5.022  0.02
C  4.511  0.564  6.189  0.02
C  4.477  -0.915  6.340  -0.38
O  4.711  -1.440  7.405  0.11
C  4.145  -1.717  5.137  0.03
C  3.887  -1.134  3.969  0.02
C  3.919  0.339  3.820  -0.38
O  3.681  0.871  2.754  0.09
H  4.268  2.219  4.891  0.12
H  4.755  1.131  7.078  0.12
H  4.124  -2.791  5.266  0.13
H  3.642  -1.700  3.080  0.11
C  0.119  2.026  -4.918  0.03
C  0.669  2.097  -6.126  0.02
C  1.169  3.384  -6.671  -0.39
O  1.669  3.450  -7.772  0.11
C  1.034  4.589  -5.813  0.02
C  0.484  4.518  -4.604  0.02
C  -0.017  3.231  -4.061  -0.37
O  -0.517  3.164  -2.958  0.09
H  -0.252  1.097  -4.504  0.12
H  0.778  1.230  -6.766  0.12
H  1.406  5.517  -6.228  0.12
H  0.375  5.383  -3.963  0.12
C  -1.447  5.510  1.782  0.03
C  -0.998  4.335  1.344  0.04
C  -0.059  3.528  2.159  -0.35
O  0.362  2.447  1.788  0.07
C  0.364  4.075  3.470  0.03
C  -0.082  5.248  3.906  0.03
C  -1.025  6.057  3.096  -0.38
O  -1.438  7.125  3.492  0.12
H  -2.132  6.118  1.209  0.11
H  -1.296  3.924  0.388  0.12
H  1.050  3.465  4.045  0.12
H  0.214  5.665  4.860  0.12
C  4.541  -6.142  -1.576  0.02
C  4.182  -7.415  -1.707  0.01
C  2.851  -7.888  -1.249  -0.38
O  2.526  -9.053  -1.371  0.09
C  1.937  -6.892  -0.642  0.03
C  2.295  -5.615  -0.511  0.03
C  3.624  -5.141  -0.968  -0.38
O  3.959  -3.980  -0.854  0.10
H  5.506  -5.774  -1.902  0.12
H  4.833  -8.160  -2.148  0.12
H  0.970  -7.261  -0.316  0.08
H  1.640  -4.871  -0.071  0.09
C  -2.569  -10.332  -1.773  0.02
C  -1.646  -9.417  -1.495  0.03
C  -1.882  -8.378  -0.462  -0.36
O  -1.040  -7.542  -0.210  0.09
C  -3.183  -8.398  0.251  0.02
C  -4.106  -9.314  -0.027  0.02
C  -3.872  -10.354  -1.061  -0.39
O  -4.713  -11.189  -1.313  0.11
H  -2.419  -11.099  -2.522  0.12
H  -0.688  -9.383  -1.999  0.12
H  -3.331  -7.631  1.001  0.12
H  -5.062  -9.347  0.480  0.12
C  -4.558  9.158  -1.431  0.02
C  -3.811  8.061  -1.522  0.02
C  -2.375  8.078  -1.152  -0.39
O  -1.693  7.076  -1.237  0.09
C  -1.802  9.360  -0.674  0.02
C  -2.548  10.457  -0.582  0.03
C  -3.986  10.443  -0.953  -0.38
O  -4.667  11.440  -0.868  0.11
H  -5.608  9.169  -1.696  0.12
H  -4.208  7.115  -1.867  0.12
H  -0.752  9.347  -0.409  0.12
H  -2.150  11.402  -0.237  0.12

=====

Entry 2:
DFT (ωB97M-V with the def2-TZVPD basis set) results for the ion C8H16Br2NO5S2Si with charge -1 in a non-equilibrium geometry.

As for the charge: -1. The HOMO energy comes out at -5.330 eV. As for the SMILES: C/C(Br)=C(\Br)S(=O)(=O)N=[S@](=O)([O-])CCO[Si](C)(C)C. The LUMO energy is 0.0923 Eh. As for the orbital gap: 7.84 eV.

Each line ends with the natural charge from an NBO analysis.
Atoms and positions in Å:
C  3.664  -3.027  0.697  -0.68
C  3.951  -1.383  0.634  -0.02
Br  4.709  -0.513  2.299  0.07
C  3.665  -0.544  -0.591  -0.36
Br  2.902  -1.478  -2.236  0.09
S  3.963  1.307  -0.598  2.02
O  5.406  1.740  -0.244  -0.89
O  3.714  1.814  -2.072  -0.92
N  2.833  2.208  0.421  -1.03
S  1.237  1.480  0.380  2.01
O  1.157  0.258  1.369  -0.98
O  0.913  1.048  -1.103  -0.93
C  -0.113  2.699  0.925  -0.62
C  -1.515  1.800  1.082  -0.09
O  -1.975  1.544  -0.293  -0.87
Si  -2.800  0.001  -0.449  1.89
C  -3.427  -0.082  -2.308  -1.14
C  -1.690  -1.551  -0.195  -1.19
C  -4.367  -0.205  0.649  -1.17
H  2.502  -3.273  0.579  0.25
H  3.974  -3.497  1.735  0.23
H  4.321  -3.599  -0.118  0.24
H  -0.289  3.457  0.020  0.26
H  0.153  3.287  1.903  0.24
H  -1.370  0.839  1.736  0.22
H  -2.267  2.513  1.674  0.17
H  -3.859  0.983  -2.625  0.24
H  -2.539  -0.433  -2.986  0.25
H  -4.304  -0.860  -2.297  0.22
H  -2.285  -2.343  0.471  0.22
H  -0.652  -1.331  0.309  0.30
H  -1.440  -2.003  -1.266  0.25
H  -4.985  -1.117  0.195  0.24
H  -5.082  0.735  0.548  0.24
H  -4.107  -0.477  1.758  0.24

=====

Entry 3:
DFT (ωB97M-V with the def2-TZVPD basis set) results for a cluster of 4 separate species, CH11NO4 in total in a non-equilibrium geometry.

The energy above the lowest of the compared OMol25 structures with the same formula, charge and spin is 38.8 kcal/mol. As for the charge: 0. The HOMO energy comes out at -8.712 eV. As for the SMILES: NCO.O.O.O. The LUMO energy is 0.0049 Eh. As for the orbital gap: 8.85 eV.

Each line ends with the natural charge from an NBO analysis.
Atoms and positions in Å:
N  -0.046  -1.236  2.435  -0.88
C  -1.292  -1.085  1.687  0.09
O  -1.604  -2.312  1.080  -0.72
H  0.393  -2.142  2.270  0.36
H  0.705  -0.582  2.272  0.37
H  -1.005  -0.318  0.984  0.15
H  -1.943  -0.625  2.432  0.16
H  -1.808  -2.143  0.158  0.48
O  2.406  0.125  0.119  -0.92
H  2.751  -0.778  0.173  0.46
H  2.618  0.229  -0.820  0.46
O  -1.690  0.727  -2.138  -0.95
H  -1.439  -0.159  -2.460  0.47
H  -2.110  1.231  -2.841  0.48
O  1.126  3.246  -1.571  -0.94
H  1.782  3.554  -2.209  0.47
H  1.155  2.269  -1.572  0.47

=====

Entry 4:
DFT (ωB97M-V with the def2-TZVPD basis set) results for a cluster of 2 separate species, CH4FNO2 in total in a non-equilibrium geometry.

The energy above the lowest of the compared OMol25 structures with the same formula, charge and spin is 129.0 kcal/mol. As for the charge: 0. The HOMO energy comes out at -9.336 eV. The LUMO energy is 0.0222 Eh. As for the orbital gap: 9.94 eV.

Each line ends with the natural charge from an NBO analysis.
Atoms and positions in Å:
C  0.289  0.051  0.013  0.63
N  -0.848  0.755  -0.268  -0.24
O  0.183  -1.306  -0.270  -0.70
O  1.429  0.623  -0.650  -0.71
F  -2.021  -0.095  -0.180  -0.26
H  0.582  0.048  1.683  -0.09
H  -1.064  1.504  0.362  0.38
H  -0.695  -1.556  0.097  0.50
H  2.146  -0.023  -0.787  0.50

=====

Entry 5:
DFT (ωB97M-V with the def2-TZVPD basis set) results for a structure of composition C24H21FINOPtSi.

The energy above the lowest of the compared OMol25 structures with the same formula, charge and spin is 57.8 kcal/mol. As for the charge: -2. The HOMO energy (alpha / beta) comes out at 0.729 / 0.730 eV. The LUMO energy (alpha / beta) is 0.1459 / 0.1459 Eh. As for the orbital gap (alpha / beta): 3.24 / 3.24 eV.

Each line ends with the natural charge from an NBO analysis.
Atoms and positions in Å:
Pt  0.240  0.651  -0.324  0.40
O  2.096  0.556  -0.137  -1.27
F  -3.238  -1.585  -5.538  -0.38
C  -2.920  -1.123  -4.277  0.32
C  -2.915  0.236  -4.037  -0.29
C  -2.598  0.690  -2.766  -0.21
C  -2.283  -0.182  -1.708  0.03
C  -1.910  0.321  -0.374  -0.81
C  -2.306  -1.551  -2.016  -0.23
C  -2.617  -2.028  -3.284  -0.30
H  -3.149  0.925  -4.840  0.20
H  -2.571  1.757  -2.573  0.21
H  -2.171  -0.429  0.388  0.17
H  -2.496  1.216  -0.143  0.18
H  -2.052  -2.256  -1.230  0.20
H  -2.622  -3.089  -3.504  0.20
I  -0.427  -2.884  2.094  0.10
C  -0.059  -1.231  3.332  0.11
C  0.000  -1.394  4.714  -0.30
C  0.284  -0.264  5.462  -0.19
C  0.505  0.946  4.815  -0.27
C  0.420  0.980  3.431  0.07
N  0.126  -0.100  2.716  -0.40
H  -0.164  -2.360  5.170  0.21
H  0.343  -0.331  6.542  0.20
H  0.745  1.845  5.368  0.21
H  0.606  1.878  2.851  0.23
C  3.665  5.500  0.713  -0.26
C  3.754  5.005  -0.582  -0.25
C  2.747  4.194  -1.090  -0.14
C  1.626  3.846  -0.335  -0.39
C  1.562  4.356  0.964  -0.22
C  2.559  5.170  1.486  -0.22
Si  0.251  2.722  -1.061  0.99
C  -1.279  3.823  -0.652  -0.42
C  -1.926  3.708  0.584  -0.22
C  -3.003  4.515  0.927  -0.22
C  -3.484  5.457  0.025  -0.26
C  -2.875  5.578  -1.216  -0.26
C  -1.787  4.772  -1.539  -0.16
H  4.450  6.131  1.117  0.18
H  4.617  5.246  -1.195  0.18
H  2.839  3.808  -2.100  0.20
H  0.703  4.115  1.584  0.20
H  2.473  5.547  2.500  0.18
H  0.379  3.089  -2.519  -0.26
H  -1.586  2.935  1.268  0.22
H  -3.482  4.396  1.893  0.19
H  -4.334  6.080  0.284  0.18
H  -3.250  6.300  -1.935  0.18
H  -1.320  4.884  -2.513  0.19

=====

Entry 6:
DFT (ωB97M-V with the def2-TZVPD basis set) results for a structure of composition C10H17Cl8F3N2O7S2 in a non-equilibrium geometry.

As for the charge: 0. The HOMO energy comes out at -9.992 eV. The LUMO energy is -0.0040 Eh. As for the orbital gap: 9.88 eV.

Each line ends with the natural charge from an NBO analysis.
Atoms and positions in Å:
N  4.129  0.828  -0.662  -0.82
C  3.136  0.875  0.340  0.68
O  3.418  1.128  1.463  -0.57
C  1.640  0.597  0.018  -0.54
C  1.268  -0.840  0.503  -0.41
C  -0.272  -1.162  0.474  -0.02
S  -1.387  0.178  -0.049  2.06
O  -1.365  1.209  0.929  -0.88
O  -1.067  0.710  -1.335  -0.91
C  -3.175  -0.396  -0.160  0.79
F  -3.434  -1.362  0.696  -0.31
F  -3.880  0.657  0.205  -0.30
F  -3.524  -0.695  -1.368  -0.27
O  -0.569  -1.391  1.899  -0.67
S  -0.380  -2.962  2.212  2.52
O  0.931  -3.496  2.036  -0.92
O  -0.928  -3.443  3.418  -0.85
O  -1.129  -3.434  0.826  -0.67
C  -0.465  -2.579  -0.140  0.19
N  -1.325  -2.692  -1.336  -0.84
H  4.674  1.691  -0.595  0.40
H  3.641  0.905  -1.551  0.36
H  1.420  0.637  -1.073  0.23
H  1.082  1.385  0.534  0.26
H  1.652  -0.961  1.521  0.27
H  1.837  -1.531  -0.131  0.22
H  0.449  -3.125  -0.407  0.21
H  -1.721  -3.629  -1.272  0.39
H  -0.707  -2.759  -2.143  0.37
C  0.669  3.140  -2.912  -0.39
Cl  -0.594  3.649  -1.795  0.00
Cl  2.073  2.492  -2.038  -0.05
H  0.276  2.365  -3.561  0.23
H  0.984  3.994  -3.501  0.23
C  -4.432  -2.864  3.422  -0.40
Cl  -5.173  -4.467  3.506  -0.03
Cl  -5.444  -1.641  4.199  -0.03
H  -3.471  -2.896  3.925  0.23
H  -4.297  -2.596  2.382  0.22
C  8.062  0.850  -1.680  -0.39
Cl  7.292  -0.738  -1.635  -0.01
Cl  7.083  2.076  -0.860  -0.03
H  9.024  0.787  -1.185  0.22
H  8.194  1.146  -2.715  0.22
C  -4.881  3.930  -0.090  -0.39
Cl  -3.273  4.524  -0.521  -0.02
Cl  -5.931  5.238  0.467  -0.02
H  -5.329  3.470  -0.964  0.22
H  -4.780  3.198  0.706  0.22